(1)
Density functional theory data (wB97M-V/def2-TZVPD) for a molecular structure, C4H4I2O2 in a non-equilibrium geometry.

As for the LUMO energy: 0.0 eV. Its HOMO energy is -9.0 eV. For the energy above the lowest of the compared OMol25 structures with the same formula, charge and spin, the calculation gives 0.1 kcal per mole. As for the HOMO-LUMO gap: 9.01 eV. Its total energy is -900.69236 Ha.

Cartesian coordinates (Å):
C (-1.970, 1.315, -0.946)
C (0.981, -0.052, 0.118)
C (0.535, -0.764, -0.903)
C (0.676, -0.275, 1.557)
O (-2.607, 0.936, -1.815)
O (-1.321, 1.688, -0.080)
I (1.093, -0.306, -2.891)
I (-0.808, -2.383, -0.714)
H (1.627, 0.788, -0.102)
H (0.332, -1.288, 1.747)
H (-0.101, 0.421, 1.875)
H (1.564, -0.081, 2.152)

Force components x, y, z for each atom (eV/Å):
C 0.18 -0.01 0.07
C 0.07 -0.20 -0.06
C -0.06 -0.26 -0.49
C -0.10 -0.01 0.02
O -1.07 -0.57 -1.37
O 0.72 0.73 1.30
I -0.13 -0.05 0.43
I 0.28 0.31 0.00
H 0.06 0.06 -0.13
H -0.03 -0.04 0.04
H -0.02 0.03 0.07
H 0.08 0.01 0.12

***

(2)
Density functional theory data (wB97M-V/def2-TZVPD) for a single C4H4IN molecule in a non-equilibrium geometry.

Its structure (SMILES) is IC1=NCC=C1. As for the LUMO energy (alpha / beta): -0.1 / -0.1 eV. Its HOMO energy (alpha / beta) is -8.7 / -8.7 eV. For the energy above the lowest of the compared OMol25 structures with the same formula, charge and spin, the calculation gives 69.2 kcal per mole. As for the HOMO-LUMO gap (alpha / beta): 8.59 / 8.60 eV. Its total energy is -507.14272 Ha.

Cartesian coordinates (Å):
I (1.386, -3.009, 0.439)
C (0.557, -1.156, 0.314)
N (1.447, 0.176, 0.090)
C (0.469, 1.212, -0.051)
C (-0.879, 0.618, 0.005)
C (-0.801, -0.751, 0.109)
H (0.463, 1.329, -1.125)
H (0.622, 2.020, 0.603)
H (-1.702, 1.174, -0.306)
H (-1.563, -1.612, -0.078)

Force components x, y, z for each atom (eV/Å):
I -0.01 0.09 0.03
C 3.38 7.32 -1.86
N -2.70 -5.94 2.03
C -0.67 -3.44 -0.03
C 0.57 -2.22 0.10
C -0.89 -1.43 -0.21
H 0.37 1.24 -0.82
H 0.51 1.49 0.27
H -1.54 0.72 -0.12
H 0.99 2.17 0.61

***

(3)
Density functional theory data (wB97M-V/def2-TZVPD) for a single C4H4IN molecule in a non-equilibrium geometry.

As for the LUMO energy (alpha / beta): -0.9 / -0.1 eV. Its HOMO energy (alpha / beta) is -7.4 / -7.6 eV. For the energy above the lowest of the compared OMol25 structures with the same formula, charge and spin, the calculation gives 148.7 kcal per mole. As for the HOMO-LUMO gap (alpha / beta): 6.51 / 7.48 eV. Its total energy is -507.01600 Ha.

Cartesian coordinates (Å):
C (-2.630, -0.364, 0.460)
C (-0.085, 0.054, 0.041)
C (-0.716, -1.340, -0.142)
C (-0.946, 1.163, 0.016)
N (-1.988, -1.379, 0.111)
I (-4.502, 0.128, -0.163)
H (0.037, 0.120, 1.163)
H (0.920, 0.252, -0.405)
H (-0.324, -2.310, -0.334)
H (-0.703, 2.165, 0.149)

Force components x, y, z for each atom (eV/Å):
C 0.75 2.93 0.36
C 1.54 -1.04 -0.58
C -0.01 1.02 0.08
C -3.72 -3.27 -0.35
N 0.26 -0.24 -0.36
I -0.47 0.11 -0.16
H 0.23 -0.26 -0.14
H -0.56 -0.55 0.37
H 1.34 -0.18 0.05
H 0.63 1.49 0.71

***

(4)
Density functional theory data (wB97M-V/def2-TZVPD) for 2 unconnected molecules or ions with the total composition C4H4INO2 in a non-equilibrium geometry.

As for the LUMO energy: -0.1 eV. Its HOMO energy is -7.9 eV. For the energy above the lowest of the compared OMol25 structures with the same formula, charge and spin, the calculation gives 45.9 kcal per mole. As for the HOMO-LUMO gap: 7.78 eV. Its total energy is -657.67857 Ha.

Cartesian coordinates (Å):
C (-2.602, -1.297, -1.240)
C (0.361, -0.299, -3.537)
C (-0.561, -0.601, -0.224)
C (0.279, 0.514, -0.711)
N (-1.486, -1.189, -0.828)
O (-0.647, 0.252, -3.566)
O (1.339, -0.886, -3.543)
I (-3.096, -2.470, -2.921)
H (-0.152, -1.150, 0.667)
H (-0.317, 1.304, -1.202)
H (0.967, 0.108, -1.420)
H (0.839, 1.106, 0.033)

Force components x, y, z for each atom (eV/Å):
C -3.46 -0.49 -1.38
C -1.10 0.12 -0.60
C 2.71 -1.20 2.62
C -0.84 1.92 -0.15
N 1.26 1.02 0.41
O -0.90 0.71 -0.03
O 1.91 -0.95 0.10
I 0.30 -0.14 0.07
H -0.50 0.49 -0.76
H 0.05 -0.55 -0.14
H 0.78 0.02 -0.31
H -0.21 -0.95 0.16

***

(5)
Density functional theory data (wB97M-V/def2-TZVPD) for 2 unconnected molecules or ions with the total composition C4H4IO2 in a non-equilibrium geometry.

As for the LUMO energy: 3.2 eV. As for the net charge: -1. Its HOMO energy is -3.6 eV. For the energy above the lowest of the compared OMol25 structures with the same formula, charge and spin, the calculation gives 28.2 kcal per mole. As for the HOMO-LUMO gap: 6.79 eV. Its total energy is -602.97991 Ha.

Cartesian coordinates (Å):
C (0.549, 2.086, 0.398)
C (-0.378, -0.737, -0.943)
C (-0.760, -0.885, 0.472)
C (0.508, -0.050, 0.070)
O (1.461, 2.418, -0.277)
O (-0.413, 2.336, 1.075)
I (2.374, -1.160, 0.464)
H (-0.159, -1.748, -1.546)
H (-1.107, -0.155, -1.639)
H (-1.572, -0.309, 0.922)
H (-0.503, -1.796, 1.005)

Force components x, y, z for each atom (eV/Å):
C -1.16 -1.63 -0.27
C -1.17 -1.54 -3.22
C 1.11 0.58 1.25
C -1.15 0.06 0.21
O 0.53 0.79 0.09
O 0.81 -0.06 -0.28
I -0.37 0.24 -0.15
H 0.08 2.22 1.52
H 1.49 -0.48 1.36
H 0.19 -0.05 -0.24
H -0.37 -0.12 -0.27

***

(6)
Density functional theory data (wB97M-V/def2-TZVPD) for a molecular structure, C4H4IrO6 in a non-equilibrium geometry.

As for the expectation value of S²: 6.013. As for the LUMO energy (alpha / beta): -4.4 / -7.7 eV. The spin multiplicity is 5. As for the net charge: +1. Its HOMO energy (alpha / beta) is -13.5 / -14.4 eV. As for the HOMO-LUMO gap (alpha / beta): 9.03 / 6.66 eV. Its total energy is -710.12246 Ha.

Cartesian coordinates (Å):
O (2.870, -0.432, -1.201)
C (3.988, -0.267, -0.516)
O (3.900, 0.693, 0.381)
O (4.969, -1.011, -0.630)
Ir (2.134, 1.033, -0.229)
O (-1.777, 1.262, -0.236)
C (-0.641, 0.939, 0.312)
C (-2.659, 0.078, -0.264)
O (0.413, 1.508, 0.044)
O (-0.657, -0.237, 0.888)
C (-1.938, -0.877, 0.697)
H (-3.645, 0.377, 0.105)
H (-2.765, -0.229, -1.308)
H (-1.771, -1.875, 0.283)
H (-2.422, -0.961, 1.675)

Force components x, y, z for each atom (eV/Å):
O -0.60 -0.79 -1.57
C 6.82 -5.51 -0.43
O 0.40 1.22 0.59
O -2.88 2.39 0.13
Ir 2.03 1.09 0.84
O 0.23 0.50 0.09
C -2.42 -2.79 -1.24
C -0.43 0.37 0.49
O -4.31 2.97 0.79
O 0.90 0.45 0.24
C -0.64 -0.30 0.03
H 0.32 0.08 -0.06
H 0.36 -0.03 0.24
H 0.11 0.27 0.10
H 0.11 0.08 -0.24

***

(7)
Density functional theory data (wB97M-V/def2-TZVPD) for a molecular structure, C4H4LiO in a non-equilibrium geometry.

As for the expectation value of S²: 0.767. As for the LUMO energy (alpha / beta): -0.8 / -0.8 eV. The spin multiplicity is 2. Its HOMO energy (alpha / beta) is -7.6 / -7.4 eV. For the energy above the lowest of the compared OMol25 structures with the same formula, charge and spin, the calculation gives 0.0 kcal per mole. As for the HOMO-LUMO gap (alpha / beta): 6.88 / 6.64 eV. Its total energy is -237.47721 Ha.

Cartesian coordinates (Å):
C (-1.049, -0.139, 0.083)
C (-2.100, -0.908, -0.157)
H (-2.304, -1.875, -0.617)
H (-1.230, 0.824, 0.587)
C (0.341, -0.347, -0.399)
C (1.432, 0.227, 0.215)
O (2.623, 0.316, -0.261)
Li (1.756, 0.837, -1.897)
H (0.479, -0.914, -1.330)
H (1.237, 0.689, 1.209)

Force components x, y, z for each atom (eV/Å):
C -0.36 -0.11 -0.34
C 0.70 0.07 0.05
H 0.06 0.37 0.12
H 0.07 -0.45 0.10
C -0.23 0.50 -0.50
C -0.22 0.12 0.35
O -0.38 0.14 -0.83
Li 0.26 -0.37 1.04
H 0.02 -0.21 0.35
H 0.10 -0.07 -0.32

***

(8)
Density functional theory data (wB97M-V/def2-TZVPD) for a molecular structure, C4H4LiO5Rb in a non-equilibrium geometry.

As for the expectation value of S²: 0.750. As for the LUMO energy (alpha / beta): 1.7 / 1.8 eV. The spin multiplicity is 2. As for the net charge: -1. Its HOMO energy (alpha / beta) is -1.4 / -3.1 eV. For the energy above the lowest of the compared OMol25 structures with the same formula, charge and spin, the calculation gives 11.5 kcal per mole. As for the HOMO-LUMO gap (alpha / beta): 3.13 / 4.90 eV. Its total energy is -562.65855 Ha.

Cartesian coordinates (Å):
C (0.272, -0.669, 1.042)
O (0.648, -0.040, 2.024)
O (1.159, 0.427, -1.356)
C (1.198, -0.935, -1.273)
C (1.202, -1.474, 0.199)
H (2.097, -1.388, -1.752)
H (0.287, -1.383, -1.737)
H (2.215, -1.396, 0.611)
H (0.869, -2.521, 0.198)
Li (-0.324, 1.562, 2.364)
Rb (-4.437, 4.354, -0.245)
O (-2.086, 0.973, -1.009)
O (-0.892, -0.414, 0.437)
O (-1.030, 1.914, 0.672)
C (-1.178, 0.990, -0.176)

Force components x, y, z for each atom (eV/Å):
C 0.29 1.69 -2.31
O -0.30 0.09 1.19
O 0.11 -0.66 0.48
C -0.86 1.35 -0.19
C 0.35 -0.84 0.38
H -0.11 -0.11 0.07
H 0.25 -0.22 -0.10
H -0.24 -0.09 0.17
H 0.15 0.01 -0.02
Li 0.08 -0.36 -1.08
Rb 0.21 -0.22 -0.02
O 2.37 -0.85 -0.01
O 0.20 -0.25 -0.07
O 1.87 0.07 0.52
C -4.36 0.37 1.00

***

(9)
Density functional theory data (wB97M-V/def2-TZVPD) for a molecular structure, C4H4MgO5 in a non-equilibrium geometry.

As for the LUMO energy: -2.3 eV. Its HOMO energy is -8.9 eV. For the energy above the lowest of the compared OMol25 structures with the same formula, charge and spin, the calculation gives 26.9 kcal per mole. As for the HOMO-LUMO gap: 6.54 eV. Its total energy is -731.04938 Ha.

Cartesian coordinates (Å):
O (-1.681, -0.242, -0.576)
C (-1.859, 1.989, -0.190)
O (-1.702, 2.053, 0.973)
Mg (-0.947, 0.815, -1.977)
O (1.487, 0.007, 0.483)
C (1.922, 0.747, -0.582)
C (0.575, -1.074, 0.317)
O (2.833, 1.533, -0.330)
O (1.276, 0.681, -1.676)
C (-0.883, -0.835, 0.704)
H (0.985, -1.889, 0.930)
H (0.630, -1.461, -0.713)
H (-1.566, -0.482, 1.498)
H (-1.070, -1.844, 1.139)

Force components x, y, z for each atom (eV/Å):
O 1.41 -1.48 1.74
C 1.18 -0.07 5.09
O -1.05 0.22 -5.06
Mg 2.17 -1.00 2.00
O -0.24 -0.62 0.07
C 1.07 2.37 1.39
C 0.68 0.87 0.85
O -0.65 -1.11 -0.46
O -2.69 -0.35 -1.78
C -2.10 -0.52 -2.44
H -0.17 0.29 0.14
H -0.50 0.28 0.24
H 1.84 1.92 0.31
H -0.96 -0.80 -2.08

***

(10)
Density functional theory data (wB97M-V/def2-TZVPD) for a gas-phase ion, C4H4N (charge +1) in a non-equilibrium geometry.

As for the expectation value of S²: 2.012. As for the LUMO energy (alpha / beta): -4.6 / -8.6 eV. The spin multiplicity is 3. As for the net charge: +1. Its HOMO energy (alpha / beta) is -12.3 / -16.2 eV. For the energy above the lowest of the compared OMol25 structures with the same formula, charge and spin, the calculation gives 4.0 kcal per mole. As for the HOMO-LUMO gap (alpha / beta): 7.74 / 7.61 eV. Its total energy is -209.05097 Ha.

Cartesian coordinates (Å):
C (0.323, 0.099, -2.730)
C (-0.766, -0.405, -0.598)
C (-0.183, 0.023, 0.561)
C (0.255, 0.221, 1.725)
N (-0.185, -0.308, -1.739)
H (0.920, 0.021, -3.569)
H (-1.704, -0.792, -0.450)
H (0.149, 1.219, 2.201)
H (0.822, -0.504, 2.133)

Force components x, y, z for each atom (eV/Å):
C -0.65 1.92 -0.07
C 1.24 0.70 -0.73
C 0.11 0.65 0.26
C -0.98 3.26 -0.22
N -0.56 -1.53 0.82
H 1.21 -0.72 -1.48
H -2.43 -1.17 -0.58
H 0.02 -0.72 0.00
H 2.03 -2.38 2.00